1.
{"formula": "C9H8ClN3S", "method": "ωB97M-V with the def2-TZVPD basis set", "species": ["C", "C", "C", "C", "C", "C", "C", "C", "C", "N", "N", "N", "S", "Cl", "H", "H", "H", "H", "H", "H", "H", "H"], "positions_angstrom": [[-0.011, 2.704, 1.870], [-0.466, -1.612, -2.997], [-0.157, -1.926, -1.701], [0.188, 0.627, -2.366], [0.130, 0.299, -1.055], [-0.265, -0.314, -3.373], [-0.828, 0.294, 2.435], [1.224, 0.349, 2.249], [0.145, 1.378, 2.098], [-0.125, 3.879, 1.641], [-0.038, -0.957, -0.711], [0.169, -0.718, 1.925], [-0.378, 0.100, -4.997], [0.344, 2.260, -2.793], [-0.721, -2.217, -3.821], [-0.186, -3.013, -1.320], [-1.030, 0.414, 3.506], [-1.745, 0.189, 1.856], [2.091, 0.456, 1.602], [1.577, 0.483, 3.290], [0.003, -1.053, 0.270], [0.079, -1.621, 2.390]], "e_tot_ha": -1370.14717, "orbital_gap_ev": [5.995, 5.548], "lumo_energy_ev": [-1.63, -2.07], "e_homo_ev": [-7.624, -7.615]}

***

2.
{"formula": "C54H71AlF9N12S", "method": "ωB97M-V with the def2-TZVPD basis set", "species": ["F", "C", "F", "C", "C", "C", "C", "Al", "C", "F", "F", "S", "F", "F", "F", "F", "F", "H", "H", "H", "H", "H", "H", "H", "H", "H", "H", "H", "N", "C", "C", "C", "C", "H", "H", "H", "H", "H", "N", "C", "C", "C", "C", "H", "H", "H", "H", "H", "N", "C", "C", "C", "C", "H", "H", "H", "H", "H", "N", "C", "C", "C", "C", "H", "H", "H", "H", "H", "N", "C", "C", "C", "C", "H", "H", "H", "H", "H", "N", "C", "C", "C", "C", "H", "H", "H", "H", "H", "N", "C", "C", "C", "C", "H", "H", "H", "H", "H", "N", "C", "C", "C", "C", "H", "H", "H", "H", "H", "N", "C", "C", "C", "C", "H", "H", "H", "H", "H", "N", "C", "C", "C", "C", "H", "H", "H", "H", "H", "N", "C", "C", "C", "C", "H", "H", "H", "H", "H", "N", "C", "C", "C", "C", "H", "H", "H", "H", "H"], "positions_angstrom": [[-0.118, -1.446, 1.809], [-0.357, -0.110, 1.575], [-0.946, -0.042, 0.375], [-1.257, 0.385, 2.691], [-1.625, 1.862, 2.673], [-2.755, 2.259, 1.722], [-4.082, 1.534, 2.044], [-4.832, 0.576, 0.386], [1.087, 0.530, 1.561], [1.301, 1.144, 2.765], [2.020, -0.466, 1.455], [1.463, 1.765, 0.158], [2.992, 1.314, 0.107], [1.884, 2.924, 1.177], [-0.015, 2.302, 0.187], [1.093, 0.666, -0.901], [1.763, 2.762, -1.033], [-2.140, -0.242, 2.621], [-0.751, 0.107, 3.612], [-0.741, 2.486, 2.553], [-1.997, 2.095, 3.668], [-2.903, 3.328, 1.883], [-2.492, 2.117, 0.677], [-4.845, 2.261, 2.316], [-3.968, 0.871, 2.903], [-3.585, 0.308, -0.632], [-5.854, 1.573, -0.392], [-5.560, -0.826, 0.795], [-1.054, 6.041, 1.254], [-1.195, 7.182, 0.516], [-1.962, 8.058, 1.240], [-2.301, 7.413, 2.461], [-1.724, 6.172, 2.435], [-0.548, 5.223, 0.966], [-0.745, 7.266, -0.459], [-2.257, 9.046, 0.926], [-2.906, 7.811, 3.258], [-1.738, 5.369, 3.151], [0.673, 9.323, -2.192], [1.767, 8.515, -2.056], [2.447, 8.532, -3.244], [1.741, 9.396, -4.126], [0.653, 9.871, -3.444], [-0.015, 9.485, -1.480], [1.959, 7.990, -1.136], [3.347, 7.981, -3.461], [1.997, 9.630, -5.145], [-0.136, 10.539, -3.745], [3.478, -2.792, 3.001], [4.612, -3.528, 2.782], [4.448, -4.745, 3.386], [3.158, -4.746, 3.986], [2.587, -3.527, 3.731], [3.322, -1.856, 2.671], [5.436, -3.122, 2.220], [5.171, -5.544, 3.398], [2.704, -5.548, 4.546], [1.628, -3.122, 4.005], [-5.983, -0.632, -3.518], [-7.061, -0.376, -4.318], [-6.680, 0.549, -5.254], [-5.314, 0.858, -5.007], [-4.916, 0.112, -3.930], [-5.974, -1.262, -2.736], [-8.003, -0.870, -4.153], [-7.310, 0.958, -6.027], [-4.698, 1.552, -5.554], [-3.973, 0.049, -3.415], [1.664, 0.536, 7.260], [2.691, 1.425, 7.092], [3.469, 0.974, 6.061], [2.886, -0.233, 5.587], [1.772, -0.476, 6.345], [0.947, 0.613, 7.957], [2.781, 2.295, 7.718], [4.359, 1.453, 5.689], [3.246, -0.854, 4.785], [1.055, -1.279, 6.314], [-0.657, 4.149, -5.308], [-0.153, 5.424, -5.428], [0.611, 5.676, -4.324], [0.568, 4.512, -3.505], [-0.223, 3.591, -4.133], [-1.272, 3.701, -5.963], [-0.383, 6.035, -6.285], [1.140, 6.591, -4.110], [1.057, 4.373, -2.556], [-0.517, 2.595, -3.848], [1.193, 3.460, -7.903], [2.278, 2.646, -7.747], [2.919, 2.561, -8.956], [2.188, 3.358, -9.878], [1.130, 3.899, -9.196], [0.541, 3.698, -7.172], [2.502, 2.202, -6.793], [3.811, 1.992, -9.156], [2.414, 3.517, -10.919], [0.342, 4.558, -9.520], [3.831, -7.432, 1.514], [4.074, -8.707, 1.940], [4.803, -9.344, 0.970], [5.008, -8.411, -0.082], [4.397, -7.241, 0.286], [3.317, -6.735, 2.026], [3.708, -9.053, 2.892], [5.146, -10.364, 1.006], [5.539, -8.581, -1.004], [4.316, -6.294, -0.219], [-2.465, 1.140, 7.151], [-3.045, 2.226, 6.553], [-4.376, 2.214, 6.865], [-4.607, 1.081, 7.692], [-3.410, 0.437, 7.849], [-1.496, 0.896, 7.078], [-2.462, 2.903, 5.954], [-5.105, 2.934, 6.534], [-5.548, 0.770, 8.114], [-3.152, -0.457, 8.389], [-8.851, -4.092, -8.127], [-8.358, -2.814, -8.173], [-7.625, -2.603, -7.036], [-7.675, -3.803, -6.275], [-8.438, -4.701, -6.973], [-9.427, -4.515, -8.829], [-8.572, -2.167, -9.006], [-7.110, -1.695, -6.774], [-7.205, -3.982, -5.323], [-8.720, -5.716, -6.750], [6.789, -1.744, 5.155], [8.072, -1.792, 4.687], [8.910, -1.859, 5.768], [8.097, -1.853, 6.934], [6.793, -1.782, 6.520], [5.966, -1.695, 4.582], [8.279, -1.775, 3.631], [9.986, -1.908, 5.729], [8.430, -1.896, 7.957], [5.871, -1.756, 7.077], [0.898, -12.082, -2.143], [1.285, -10.771, -2.066], [1.921, -10.589, -0.868], [1.919, -11.841, -0.196], [1.282, -12.742, -1.007], [0.407, -12.495, -2.913], [1.075, -10.083, -2.867], [2.344, -9.665, -0.511], [2.338, -12.054, 0.773], [1.070, -13.789, -0.875]], "e_tot_ha": -4296.60857, "charge": -1, "orbital_gap_ev": 6.819, "lumo_energy_ev": 1.66, "e_homo_ev": -5.154}

***

3.
{"formula": "C5H7N", "method": "ωB97M-V with the def2-TZVPD basis set", "species": ["C", "C", "C", "N", "C", "C", "H", "H", "H", "H", "H", "H", "H"], "positions_angstrom": [[1.314, 0.148, -0.736], [-0.083, 0.602, -0.986], [0.179, -0.803, -0.792], [-0.173, -1.096, 1.297], [-0.504, 0.198, 1.619], [-0.850, -0.064, 0.152], [1.809, 0.335, 0.217], [1.966, 0.147, -1.606], [-0.554, 1.170, -1.775], [-0.019, -1.729, -1.307], [0.261, 0.965, 1.840], [-1.453, 0.399, 2.141], [-1.894, -0.274, -0.064]], "e_tot_ha": -249.23998, "orbital_gap_ev": 8.863, "lumo_energy_ev": 1.07, "e_homo_ev": -7.795}

***

4.
{"formula": "C5H12O", "method": "ωB97M-V with the def2-TZVPD basis set", "species": ["C", "C", "O", "C", "C", "C", "H", "H", "H", "H", "H", "H", "H", "H", "H", "H", "H", "H"], "positions_angstrom": [[-0.617, -2.060, -1.676], [0.273, -1.269, -0.728], [-0.490, -0.192, -0.213], [0.141, 0.571, 0.809], [-0.979, 1.309, 1.523], [1.193, 1.519, 0.237], [-0.955, -1.398, -2.481], [-1.508, -2.435, -1.133], [-0.063, -2.907, -2.101], [1.154, -0.917, -1.276], [0.630, -1.910, 0.096], [0.631, -0.107, 1.533], [-1.511, 1.964, 0.829], [-0.574, 1.923, 2.337], [-1.693, 0.609, 1.953], [0.713, 2.161, -0.497], [1.627, 2.155, 1.027], [2.029, 0.984, -0.238]], "e_tot_ha": -272.93333, "smiles": "CCOC(C)C", "orbital_gap_ev": 10.897, "lumo_energy_ev": 1.18, "e_homo_ev": -9.718}

***

5.
{"formula": "C31H46F6N2P", "method": "ωB97M-V with the def2-TZVPD basis set", "species": ["C", "C", "C", "C", "P", "C", "C", "C", "C", "C", "C", "C", "C", "H", "H", "H", "H", "H", "H", "H", "H", "H", "H", "H", "H", "H", "H", "H", "H", "H", "H", "H", "H", "H", "H", "H", "H", "H", "H", "H", "C", "N", "C", "C", "F", "F", "F", "C", "C", "C", "C", "C", "C", "C", "C", "C", "N", "C", "C", "C", "F", "F", "F", "C", "C", "C", "C", "H", "H", "H", "H", "H", "H", "H", "H", "H", "H", "H", "H", "H", "H", "H", "H", "H", "H", "H"], "positions_angstrom": [[4.601, 0.376, 4.325], [3.329, 0.805, 3.587], [2.985, -0.150, 2.443], [1.764, 0.312, 1.629], [0.233, 0.412, 2.642], [-1.164, 1.196, 1.749], [-1.510, 2.586, 2.334], [-2.019, 2.607, 3.780], [-2.497, 4.001, 4.205], [-0.308, -1.326, 2.899], [-1.405, -1.460, 3.969], [-1.958, -2.888, 4.145], [-2.621, -3.456, 2.892], [4.877, 1.138, 5.060], [4.452, -0.570, 4.857], [5.438, 0.258, 3.629], [2.485, 0.841, 4.293], [3.454, 1.819, 3.177], [3.850, -0.251, 1.764], [2.795, -1.150, 2.858], [1.957, 1.316, 1.220], [1.617, -0.347, 0.770], [-0.879, 1.297, 0.689], [-2.044, 0.536, 1.803], [-0.610, 3.214, 2.292], [-2.258, 3.061, 1.682], [-2.844, 1.889, 3.895], [-1.214, 2.280, 4.454], [-2.943, 3.964, 5.202], [-1.669, 4.716, 4.238], [-3.256, 4.389, 3.518], [-0.629, -1.738, 1.925], [0.589, -1.878, 3.225], [-1.006, -1.125, 4.937], [-2.245, -0.793, 3.729], [-1.145, -3.548, 4.473], [-2.687, -2.858, 4.965], [-3.048, -4.444, 3.097], [-3.430, -2.803, 2.545], [-1.896, -3.570, 2.078], [5.722, 1.200, -3.677], [5.551, -0.053, -2.980], [6.713, -0.912, -2.917], [6.742, -1.776, -4.150], [7.811, -2.607, -4.250], [5.603, -2.552, -4.202], [6.713, -0.996, -5.284], [4.320, -0.497, -2.573], [4.115, -1.200, -1.357], [2.835, -1.495, -0.934], [1.667, -1.184, -1.727], [0.358, -1.197, -1.171], [-0.869, -1.276, -1.903], [-2.057, -1.809, -1.305], [-3.229, -1.941, -2.017], [-3.276, -1.625, -3.395], [-4.462, -1.610, -4.117], [-4.787, -2.627, -5.081], [-5.431, -0.519, -4.006], [-5.022, 0.624, -4.892], [-5.905, 1.656, -4.936], [-3.812, 1.131, -4.467], [-4.825, 0.182, -6.179], [-2.096, -1.174, -4.022], [-1.017, -0.810, -3.247], [1.970, -0.801, -3.074], [3.199, -0.281, -3.413], [5.027, 1.947, -3.265], [6.753, 1.548, -3.530], [5.528, 1.106, -4.758], [7.611, -0.290, -2.919], [6.649, -1.578, -2.054], [4.994, -1.424, -0.744], [2.713, -2.004, 0.025], [0.259, -1.315, -0.085], [-2.051, -2.075, -0.245], [-4.159, -2.290, -1.565], [-4.323, -3.576, -4.771], [-5.884, -2.751, -5.121], [-4.411, -2.365, -6.086], [-6.413, -0.875, -4.347], [-5.449, -0.140, -2.975], [-2.130, -1.003, -5.103], [-0.319, -0.078, -3.651], [1.248, -0.877, -3.884], [3.361, 0.225, -4.362]], "e_tot_ha": -2258.61758, "charge": 1, "orbital_gap_ev": 4.509, "lumo_energy_ev": -5.29, "e_homo_ev": -9.802}

***

6.
{"formula": "C20H16N4O3S", "method": "ωB97M-V with the def2-TZVPD basis set", "species": ["C", "C", "C", "C", "C", "C", "C", "N", "C", "O", "C", "S", "C", "N", "N", "C", "C", "C", "C", "C", "O", "C", "C", "C", "C", "C", "O", "N", "H", "H", "H", "H", "H", "H", "H", "H", "H", "H", "H", "H", "H", "H", "H", "H"], "positions_angstrom": [[3.882, -2.827, 0.294], [3.159, -2.671, 1.593], [3.086, -3.734, 2.487], [2.375, -3.643, 3.669], [1.699, -2.474, 3.977], [1.768, -1.400, 3.112], [2.512, -1.482, 1.938], [2.534, -0.345, 1.104], [3.628, 0.249, 0.587], [4.775, -0.109, 0.742], [3.290, 1.491, -0.239], [2.382, 1.112, -1.779], [0.734, 1.135, -1.237], [0.460, 1.255, 0.066], [-0.751, 1.574, 0.397], [-1.725, 1.656, -0.494], [-2.969, 2.250, -0.074], [-3.942, 2.907, -0.793], [-4.879, 3.370, 0.152], [-4.412, 2.967, 1.369], [-3.260, 2.304, 1.243], [-1.467, 1.117, -1.797], [-2.462, 0.627, -2.708], [-2.297, 0.178, -4.002], [-3.573, -0.212, -4.446], [-4.420, 0.017, -3.398], [-3.762, 0.523, -2.351], [-0.204, 0.955, -2.155], [3.287, -2.423, -0.525], [4.820, -2.273, 0.318], [4.094, -3.874, 0.097], [3.590, -4.657, 2.238], [2.336, -4.486, 4.342], [1.125, -2.398, 4.888], [1.248, -0.480, 3.339], [1.662, 0.183, 1.041], [2.683, 2.193, 0.333], [4.218, 1.961, -0.561], [-3.969, 3.056, -1.852], [-5.773, 3.924, -0.047], [-4.804, 3.087, 2.360], [-1.371, 0.147, -4.538], [-3.831, -0.609, -5.406], [-5.475, -0.139, -3.284]], "e_tot_ha": -1614.62725, "smiles": "Cc1ccccc1NC(=O)CSc1nnc(-c2ccco2)c(-c2ccco2)n1", "orbital_gap_ev": 7.611, "lumo_energy_ev": -0.68, "e_homo_ev": -8.288}

***

7.
{"formula": "C17H44Cl24N3OPS2Si2", "method": "ωB97M-V with the def2-TZVPD basis set", "species": ["C", "C", "S", "C", "Si", "O", "Si", "C", "C", "N", "N", "N", "P", "S", "H", "H", "H", "H", "H", "H", "H", "H", "H", "H", "H", "H", "H", "H", "H", "H", "H", "H", "H", "H", "C", "Cl", "Cl", "H", "H", "C", "Cl", "Cl", "H", "H", "C", "Cl", "Cl", "H", "H", "C", "Cl", "Cl", "H", "H", "C", "Cl", "Cl", "H", "H", "C", "Cl", "Cl", "H", "H", "C", "Cl", "Cl", "H", "H", "C", "Cl", "Cl", "H", "H", "C", "Cl", "Cl", "H", "H", "C", "Cl", "Cl", "H", "H", "C", "Cl", "Cl", "H", "H", "C", "Cl", "Cl", "H", "H"], "positions_angstrom": [[-0.432, -2.138, -1.842], [0.210, -1.199, -2.891], [-0.936, -0.675, -4.211], [-1.045, 1.146, -4.064], [-1.374, 1.734, -2.287], [-2.088, 0.436, -1.480], [-3.437, 0.678, -0.512], [-4.922, -0.313, -1.067], [-5.279, -0.176, -2.554], [-6.646, -0.688, -2.731], [-4.402, -1.090, -3.290], [-5.224, 1.227, -3.002], [-2.932, -0.049, 1.564], [-3.905, 1.004, 2.918], [-0.668, -1.597, -0.928], [0.318, -2.888, -1.578], [-1.313, -2.641, -2.228], [0.667, -0.351, -2.381], [1.010, -1.742, -3.393], [-0.163, 1.621, -4.488], [-1.917, 1.412, -4.664], [-2.392, 2.800, -2.358], [-0.121, 2.177, -1.656], [-3.767, 2.105, -0.378], [-4.771, -1.378, -0.881], [-5.755, -0.013, -0.423], [-7.071, -0.281, -3.559], [-7.202, -0.354, -1.953], [-3.424, -0.843, -3.175], [-4.649, -1.120, -4.271], [-5.657, 1.261, -3.922], [-4.260, 1.500, -3.183], [-3.323, -1.402, 1.679], [-1.538, -0.052, 1.740], [0.267, -1.974, 3.670], [-0.822, -0.703, 4.242], [-0.183, -2.617, 2.083], [1.268, -1.565, 3.600], [0.240, -2.787, 4.386], [-5.622, 0.476, 6.165], [-6.616, 1.925, 5.959], [-6.548, -0.870, 6.844], [-5.236, 0.183, 5.195], [-4.808, 0.711, 6.841], [1.590, 0.072, 7.713], [0.640, -0.872, 8.864], [1.965, -0.851, 6.255], [1.021, 0.950, 7.427], [2.525, 0.358, 8.182], [-0.703, -4.412, -6.302], [1.060, -4.519, -6.289], [-1.333, -3.735, -4.796], [-1.004, -3.769, -7.120], [-1.109, -5.408, -6.435], [5.704, -2.029, 7.211], [4.679, -3.148, 6.304], [4.897, -1.429, 8.667], [6.607, -2.549, 7.509], [5.939, -1.186, 6.574], [0.943, 5.413, -4.143], [-0.562, 5.176, -3.245], [1.595, 3.901, -4.781], [0.744, 6.082, -4.972], [1.675, 5.847, -3.473], [-3.500, 7.606, -3.447], [-4.793, 7.776, -4.638], [-1.969, 8.266, -4.033], [-3.784, 8.140, -2.548], [-3.361, 6.552, -3.235], [4.813, 1.467, 4.215], [3.661, 2.092, 5.398], [6.335, 0.980, 4.970], [4.376, 0.603, 3.726], [5.027, 2.243, 3.494], [8.071, -0.133, 1.665], [7.100, 1.320, 1.394], [7.122, -1.444, 2.377], [8.459, -0.468, 0.711], [8.881, 0.114, 2.340], [1.421, -5.134, -10.471], [1.844, -6.541, -9.491], [0.291, -4.057, -9.640], [2.326, -4.578, -10.689], [0.956, -5.478, -11.387], [3.304, -6.259, 4.943], [2.303, -4.829, 4.658], [2.367, -7.599, 5.610], [3.733, -6.572, 3.999], [4.084, -5.996, 5.649], [4.163, 5.567, 1.931], [2.646, 5.251, 2.775], [4.910, 4.073, 1.342], [3.962, 6.207, 1.080], [4.850, 6.050, 2.616]], "e_tot_ha": -13675.01199, "orbital_gap_ev": 8.254, "lumo_energy_ev": 0.06, "e_homo_ev": -8.194}